No. 1
The following is a quantum chemistry calculation of a 2-piece molecular cluster, CH2NO2S overall in a non-equilibrium geometry, from the Open Molecules 2025 dataset.

Structure (XYZ):
```
7
CH2NO2S | the Open Molecules 2025 dataset | ωB97M-V/def2-TZVPD
C -1.745 0.253 0.017
N 0.214 1.031 0.240
O 2.523 0.737 -0.590
O 1.287 -1.351 -0.233
S 1.256 0.077 -0.263
H -1.440 -0.812 -0.238
H -2.095 0.065 1.067
```

As for the total charge: -1. Its multiplicity is 1. The energy above the lowest of the compared OMol25 structures with the same formula, charge and spin comes out at 521.1 kJ/mol. The value obtained for the total energy is -642.5843 Ha.

Need the natural (NBO) charges? In units of e they are:
1 C -0.5260
2 N -0.9288
3 O -0.9565
4 O -0.9289
5 S 2.1580
6 H 0.0940
7 H 0.0882

No. 2
The following is a quantum chemistry calculation of a 3-piece molecular cluster, CH2NO2S overall in a non-equilibrium geometry, from the Open Molecules 2025 dataset.

Structure (XYZ):
```
7
CH2NO2S | the Open Molecules 2025 dataset | ωB97M-V/def2-TZVPD
C -2.437 1.516 -0.962
N 2.661 -2.227 1.383
O -2.839 1.440 0.103
O -2.250 1.442 -2.085
S -0.192 2.876 -0.500
H 3.291 -2.403 0.656
H 1.766 -2.644 1.405
```

As for the total charge: -1. Its multiplicity is 1. The energy above the lowest of the compared OMol25 structures with the same formula, charge and spin comes out at 301.6 kJ/mol. The value obtained for the total energy is -642.6679 Ha.

Need the natural (NBO) charges? In units of e they are:
1 C 1.0481
2 N -0.6069
3 O -0.5690
4 O -0.5682
5 S -0.9108
6 H 0.3004
7 H 0.3064

No. 3
The following is a quantum chemistry calculation of an isolated ion of composition CH2NO2S2 and charge -1 in a non-equilibrium geometry, from the Open Molecules 2025 dataset.

Structure (XYZ):
```
8
CH2NO2S2 | the Open Molecules 2025 dataset | ωB97M-V/def2-TZVPD
C -0.688 -0.091 0.366
N -0.532 0.500 -0.860
O 1.195 -1.745 0.353
O 1.862 0.676 0.342
S -2.020 -0.718 1.020
S 1.024 -0.423 0.996
H -1.210 0.975 -1.438
H 0.370 0.826 -0.780
```

As for the total charge: -1. Its multiplicity is 1. The energy above the lowest of the compared OMol25 structures with the same formula, charge and spin comes out at 10.2 kJ/mol. The value obtained for the total energy is -1040.9573 Ha. The structure (SMILES) is NC([S-])=S(=O)=O.

Need the natural (NBO) charges? In units of e they are:
1 C -0.1522
2 N -0.7939
3 O -1.0291
4 O -1.0646
5 S -0.2031
6 S 1.4548
7 H 0.3795
8 H 0.4085

No. 4
The following is a quantum chemistry calculation of CH2NO3P as an isolated structure in a non-equilibrium geometry, from the Open Molecules 2025 dataset.

Structure (XYZ):
```
8
CH2NO3P | the Open Molecules 2025 dataset | ωB97M-V/def2-TZVPD
C -0.855 0.195 -0.161
N 0.081 -0.165 -0.710
O -2.735 -1.130 -0.508
O -3.024 0.228 1.631
O -3.212 1.418 -0.692
P -2.697 0.232 0.043
H -0.805 1.821 2.014
H -2.154 0.573 1.505
```

As for the total charge: -2. Its multiplicity is 1. The energy above the lowest of the compared OMol25 structures with the same formula, charge and spin comes out at 281.1 kJ/mol. The value obtained for the total energy is -661.0764 Ha.

Need the natural (NBO) charges? In units of e they are:
1 C -0.0490
2 N -0.5159
3 O -1.1684
4 O -1.0151
5 O -1.1500
6 P 2.2822
7 H -0.8685
8 H 0.4847

No. 5
The following is a quantum chemistry calculation of CH2NO3PS as an isolated structure in a non-equilibrium geometry, from the Open Molecules 2025 dataset.

Structure (XYZ):
```
9
CH2NO3PS | the Open Molecules 2025 dataset | ωB97M-V/def2-TZVPD
C 1.254 -0.527 0.482
N 1.840 -1.239 1.127
O 1.158 0.153 -2.043
O 1.250 2.106 -0.332
O -0.800 0.702 -0.542
P 0.757 0.750 -0.752
S -1.871 -1.460 0.871
H -1.126 -0.164 -0.116
H -2.462 -0.323 1.306
```

As for the total charge: -2. Its multiplicity is 1. The energy above the lowest of the compared OMol25 structures with the same formula, charge and spin comes out at 96.2 kJ/mol. The value obtained for the total energy is -1059.4380 Ha.

Atomic partial charges in e from the natural (NBO) method, atoms 1 to 8:
1 C -0.0644
2 N -0.4695
3 O -1.1771
4 O -1.1798
5 O -1.0918
6 P 2.3410
7 S -0.9212
8 H 0.4657

No. 6
The following is a quantum chemistry calculation of an isolated ion of composition CH2NO3S and charge -1 in a non-equilibrium geometry, from the Open Molecules 2025 dataset.

Structure (XYZ):
```
8
CH2NO3S | the Open Molecules 2025 dataset | ωB97M-V/def2-TZVPD
C -0.114 0.515 -1.542
N -0.127 -0.765 1.394
O -1.044 0.988 -0.887
O 0.095 0.183 -2.664
O 1.090 -0.063 -0.742
S 1.187 0.238 0.774
H -0.043 -0.955 2.374
H -1.045 -0.142 1.294
```

As for the total charge: -1. Its multiplicity is 1. The energy above the lowest of the compared OMol25 structures with the same formula, charge and spin comes out at 60.3 kJ/mol. The value obtained for the total energy is -718.0185 Ha. The structure (SMILES) is NSOC(=O)[O-].

Need the natural (NBO) charges? In units of e they are:
1 C 0.9649
2 N -1.0284
3 O -0.7614
4 O -0.7062
5 O -0.7971
6 S 0.6063
7 H 0.3462
8 H 0.3757

No. 7
The following is a quantum chemistry calculation of CH2NO4S as an isolated structure in a non-equilibrium geometry, from the Open Molecules 2025 dataset.

Structure (XYZ):
```
9
CH2NO4S | the Open Molecules 2025 dataset | ωB97M-V/def2-TZVPD
C -0.663 0.800 0.429
N -0.303 1.683 1.241
O 0.032 -1.969 2.023
O -1.231 -0.302 0.419
O 0.976 1.941 0.859
O 0.165 -2.328 -0.437
S 0.193 -1.385 0.698
H 0.627 0.970 -2.895
H 0.203 0.591 -2.336
```

As for the total charge: -1. Its multiplicity is 1. The energy above the lowest of the compared OMol25 structures with the same formula, charge and spin comes out at 662.8 kJ/mol. The value obtained for the total energy is -793.0439 Ha.

Atomic partial charges in e from the natural (NBO) method, atoms 1 to 8:
1 C 0.6768
2 N -0.1586
3 O -0.9663
4 O -0.6433
5 O -0.5906
6 O -0.9715
7 S 1.6573
8 H -0.0208

No. 8
The following is a quantum chemistry calculation of CH2NO4S as an isolated structure in a non-equilibrium geometry, from the Open Molecules 2025 dataset.

Structure (XYZ):
```
9
CH2NO4S | the Open Molecules 2025 dataset | ωB97M-V/def2-TZVPD
C -1.964 0.027 0.082
N -0.732 -0.376 0.150
O 2.618 1.120 0.812
O -0.420 -1.551 0.352
O 0.227 0.503 -0.134
O 2.741 -0.061 -1.373
S 2.291 -0.059 0.009
H -2.690 -0.656 -0.032
H -2.071 1.053 0.133
```

As for the total charge: -1. Its multiplicity is 1. The energy above the lowest of the compared OMol25 structures with the same formula, charge and spin comes out at 390.8 kJ/mol. The value obtained for the total energy is -793.1475 Ha.

Atomic partial charges in e from the natural (NBO) method, atoms 1 to 8:
1 C -0.3995
2 N 0.4179
3 O -0.9519
4 O -0.5548
5 O -0.6121
6 O -0.9465
7 S 1.6902
8 H 0.1763

No. 9
The following is a quantum chemistry calculation of a 2-piece molecular cluster, CH2NO4S overall in a non-equilibrium geometry, from the Open Molecules 2025 dataset.

Structure (XYZ):
```
9
CH2NO4S | the Open Molecules 2025 dataset | ωB97M-V/def2-TZVPD
C -2.549 -0.325 0.051
N -1.300 0.074 0.336
O -0.872 0.331 1.482
O 3.788 0.806 -1.471
O -0.488 0.085 -0.671
O 3.922 -0.508 0.550
S 3.331 0.686 -0.101
H -3.375 -0.262 0.743
H -2.458 -0.886 -0.919
```

As for the total charge: -1. Its multiplicity is 1. The energy above the lowest of the compared OMol25 structures with the same formula, charge and spin comes out at 473.5 kJ/mol. The value obtained for the total energy is -793.1159 Ha.

Atomic partial charges in e from the natural (NBO) method, atoms 1 to 8:
1 C -0.5171
2 N 0.4141
3 O -0.5937
4 O -0.8349
5 O -0.6570
6 O -0.8315
7 S 1.6588
8 H 0.1725

No. 10
The following is a quantum chemistry calculation of a 2-piece molecular cluster, CH2O2 overall in a non-equilibrium geometry, from the Open Molecules 2025 dataset.

Structure (XYZ):
```
5
CH2O2 | the Open Molecules 2025 dataset | ωB97M-V/def2-TZVPD
C -0.679 0.151 -0.263
O -1.419 0.054 -1.300
O -1.843 -0.423 -0.026
H 0.627 -1.106 0.191
H -0.262 1.201 0.126
```

Its multiplicity is 1. The energy above the lowest of the compared OMol25 structures with the same formula, charge and spin comes out at 723.0 kJ/mol. The value obtained for the total energy is -189.5133 Ha.

Need the natural (NBO) charges? In units of e they are:
1 C 0.3493
2 O -0.2490
3 O -0.2485
4 H -0.0428
5 H 0.1910